{
  "formula": "C40H49Br2N8O8RbSSi",
  "method": "ωB97M-V with the def2-TZVPD basis set",
  "energy_ev": -230036.07147,
  "lumo_energy_ha": 0.139,
  "gap_ev": 6.903,
  "charge": -2,
  "relative_energy_kcal_mol": 48.4,
  "elements": ["Rb", "O", "C", "C", "C", "N", "C", "C", "C", "O", "O", "C", "O", "O", "H", "H", "H", "N", "C", "C", "C", "C", "C", "C", "S", "O", "O", "N", "C", "N", "C", "C", "C", "N", "H", "H", "H", "H", "H", "H", "H", "H", "H", "N", "C", "O", "C", "C", "C", "C", "N", "C", "H", "H", "H", "H", "H", "H", "C", "C", "C", "C", "Si", "Br", "C", "C", "C", "C", "C", "C", "C", "C", "H", "H", "H", "H", "H", "H", "H", "H", "H", "H", "H", "H", "H", "H", "H", "H", "H", "H", "H", "H", "H", "H", "H", "H", "H", "H", "H", "Br", "C", "C", "C", "N", "C", "C", "H", "H", "H", "H"],
  "coordinates": [[1.681, -0.065, 1.018], [6.312, 4.709, -0.363], [5.279, 3.822, -0.116], [4.482, 3.357, -1.151], [3.496, 2.420, -0.864], [3.259, 1.998, 0.369], [3.994, 2.466, 1.367], [5.038, 3.369, 1.172], [3.639, 1.982, 2.794], [3.828, 2.809, 3.702], [3.216, 0.820, 2.893], [2.726, 1.741, -2.013], [2.303, 2.473, -2.925], [2.671, 0.502, -1.939], [6.327, 4.870, -1.316], [4.613, 3.689, -2.175], [5.633, 3.707, 2.007], [-0.134, -5.723, 6.496], [-0.079, -5.070, 5.260], [0.914, -4.128, 5.006], [0.987, -3.507, 3.772], [0.074, -3.832, 2.789], [-0.892, -4.793, 3.018], [-0.980, -5.409, 4.251], [0.060, -2.891, 1.255], [1.449, -2.706, 0.890], [-0.702, -3.656, 0.287], [-0.581, -1.457, 1.494], [-1.342, -1.112, 2.499], [-1.741, -2.033, 3.413], [-2.513, -1.621, 4.390], [-2.933, -0.309, 4.531], [-2.464, 0.568, 3.555], [-1.705, 0.197, 2.558], [0.233, -5.182, 7.265], [-1.043, -6.111, 6.698], [1.604, -3.867, 5.796], [1.728, -2.751, 3.563], [-1.582, -5.007, 2.217], [-1.761, -6.131, 4.457], [-2.814, -2.397, 5.090], [-3.577, 0.004, 5.338], [-2.731, 1.621, 3.584], [-0.074, 6.465, 4.606], [-0.987, 5.455, 4.577], [-1.759, 5.250, 5.488], [-0.930, 4.727, 3.275], [-1.672, 5.186, 2.192], [-1.488, 4.581, 0.961], [-0.525, 3.585, 0.852], [0.155, 3.128, 1.886], [-0.048, 3.660, 3.071], [0.074, 6.982, 5.458], [0.641, 6.509, 3.900], [-2.361, 6.015, 2.313], [-2.071, 4.879, 0.103], [-0.290, 3.143, -0.103], [0.531, 3.243, 3.884], [-4.249, -1.148, -3.767], [-3.442, -0.552, -2.609], [-3.374, -1.608, -1.503], [-4.241, 0.615, -2.024], [-1.631, 0.037, -3.124], [-0.663, 0.541, -1.119], [-0.594, -1.360, -4.013], [0.894, -1.009, -3.976], [-0.999, -1.534, -5.483], [-0.753, -2.715, -3.316], [-1.633, 1.749, -4.107], [-0.282, 2.026, -4.773], [-2.714, 1.800, -5.193], [-1.862, 2.916, -3.141], [-5.247, -1.413, -3.415], [-3.781, -2.054, -4.141], [-4.357, -0.451, -4.593], [-4.383, -1.815, -1.140], [-2.782, -1.267, -0.661], [-2.952, -2.543, -1.850], [-5.203, 0.254, -1.656], [-4.439, 1.391, -2.759], [-3.704, 1.044, -1.183], [1.116, -0.130, -4.568], [1.478, -1.839, -4.379], [1.243, -0.808, -2.967], [-0.825, -0.621, -6.045], [-2.048, -1.798, -5.590], [-0.402, -2.326, -5.935], [-0.566, -2.647, -2.248], [-0.032, -3.421, -3.730], [-1.744, -3.135, -3.472], [-0.085, 1.340, -5.594], [0.537, 1.980, -4.055], [-0.284, 3.037, -5.186], [-2.630, 0.962, -5.880], [-2.611, 2.720, -5.770], [-3.711, 1.789, -4.760], [-0.978, 3.052, -2.529], [-2.712, 2.757, -2.488], [-2.026, 3.834, -3.705], [3.314, -6.282, -0.291], [3.696, -4.470, 0.131], [3.609, -3.505, -0.848], [3.947, -2.203, -0.487], [4.369, -1.881, 0.720], [4.419, -2.816, 1.645], [4.099, -4.148, 1.410], [3.282, -3.745, -1.849], [3.869, -1.388, -1.194], [4.748, -2.493, 2.624], [4.149, -4.890, 2.194]],
  "forces_ev_per_angstrom": [[0.237, 0.370, -0.267], [-0.167, -0.124, 0.073], [-0.046, -0.153, -0.117], [-0.101, 0.013, -0.044], [0.146, 0.082, -0.456], [0.201, 0.174, -0.116], [0.151, 0.309, 0.369], [0.134, 0.186, -0.105], [0.384, 0.448, 0.035], [0.114, 0.454, 0.200], [-0.008, -0.468, 0.316], [0.407, 0.248, 0.144], [-0.130, 0.468, -0.236], [-0.008, -0.562, 0.345], [-0.039, -0.049, 0.189], [0.002, 0.006, -0.045], [-0.064, 0.023, 0.082], [-0.018, -0.171, 0.258], [0.105, 0.093, -0.196], [-0.103, -0.058, 0.092], [-0.033, -0.009, -0.165], [0.207, 0.111, -0.514], [0.070, -0.053, -0.104], [0.092, 0.069, -0.057], [-0.580, -0.615, -0.120], [-0.120, -0.172, 0.261], [-0.238, -0.009, 0.315], [0.894, -1.084, -0.926], [-0.992, 0.041, 1.049], [-0.291, 0.215, -0.113], [-0.177, 0.098, 0.182], [-0.014, 0.034, 0.078], [-0.342, -0.032, 0.342], [0.373, 0.092, -0.421], [-0.111, -0.043, -0.052], [0.066, 0.077, 0.110], [0.140, 0.034, 0.045], [0.161, 0.116, 0.091], [-0.179, -0.078, -0.026], [-0.017, -0.096, -0.050], [-0.094, 0.044, 0.123], [-0.011, 0.079, 0.064], [-0.016, 0.069, 0.028], [0.313, 0.339, 0.073], [0.214, 0.228, -0.068], [-0.262, -0.156, 0.158], [-0.039, -0.299, -0.299], [0.116, -0.127, 0.112], [-0.012, 0.011, 0.040], [-0.322, 0.201, -0.170], [0.423, -0.572, -0.220], [-0.239, 0.466, 0.407], [-0.089, -0.136, 0.018], [-0.027, -0.062, 0.054], [-0.029, -0.044, 0.020], [0.040, 0.062, -0.125], [-0.026, -0.080, -0.175], [0.098, 0.021, 0.132], [0.322, 0.109, -0.055], [0.178, 0.070, -0.008], [0.208, 0.015, -0.040], [0.243, 0.056, -0.130], [-0.077, 0.199, -0.081], [-0.544, -0.217, -0.944], [-0.059, 0.040, 0.054], [-0.167, 0.163, 0.211], [-0.235, 0.305, 0.227], [-0.193, 0.214, 0.106], [-0.023, -0.212, 0.025], [-0.004, -0.290, 0.214], [-0.002, -0.272, 0.281], [0.026, -0.233, 0.073], [-0.136, -0.025, 0.065], [0.049, -0.172, -0.118], [-0.055, 0.087, -0.183], [-0.179, -0.013, 0.013], [0.117, -0.016, 0.206], [0.104, -0.166, 0.018], [-0.122, -0.102, 0.035], [-0.024, 0.169, -0.062], [0.024, 0.201, 0.178], [0.155, 0.164, -0.025], [0.021, -0.197, -0.094], [0.149, 0.057, 0.030], [0.036, 0.125, -0.183], [-0.191, -0.095, -0.078], [0.109, -0.131, -0.027], [0.007, -0.080, 0.215], [0.117, -0.053, -0.102], [-0.140, -0.073, 0.038], [0.072, -0.087, -0.122], [0.185, -0.002, -0.035], [-0.086, 0.185, -0.072], [-0.036, -0.138, -0.187], [0.050, 0.132, -0.058], [-0.223, -0.018, -0.009], [0.131, 0.099, 0.185], [-0.195, 0.060, 0.173], [-0.025, 0.141, -0.163], [-0.097, -0.063, -0.012], [0.232, -0.063, -0.101], [0.083, 0.005, 0.020], [-0.001, -0.352, -0.517], [0.103, 0.672, 0.185], [0.097, -0.496, 0.229], [-0.001, 0.122, 0.041], [-0.052, 0.051, -0.014], [-0.085, 0.100, -0.177], [-0.007, -0.010, 0.146], [-0.001, 0.001, 0.013]],
  "lowdin_charge": [0.883, 0.022, -0.298, 0.031, -0.185, 0.050, -0.183, 0.046, -0.714, -0.052, -0.198, -0.681, -0.039, -0.088, 0.089, 0.113, 0.116, 0.072, -0.339, -0.031, -0.053, -0.289, -0.073, -0.042, 0.564, -0.451, -0.322, -0.216, -0.489, 0.119, -0.163, -0.090, -0.166, 0.129, 0.078, 0.073, 0.106, 0.120, 0.108, 0.101, 0.098, 0.076, 0.100, 0.171, -0.524, 0.056, -0.152, -0.028, -0.048, -0.138, 0.108, -0.069, 0.104, 0.109, 0.115, 0.098, 0.055, 0.133, -0.099, -0.621, -0.113, -0.117, 0.573, 0.598, -0.610, -0.103, -0.098, -0.094, -0.610, -0.104, -0.106, -0.133, 0.078, 0.060, 0.061, 0.082, 0.042, 0.060, 0.079, 0.058, 0.065, 0.063, 0.085, 0.041, 0.056, 0.060, 0.081, 0.068, 0.083, 0.063, 0.062, 0.049, 0.085, 0.064, 0.077, 0.056, 0.048, 0.051, 0.081, 0.705, -0.698, -0.106, -0.150, 0.071, -0.153, -0.124, 0.104, 0.097, 0.113, 0.097]
}